191
Properties=species:S:1:pos:R:3:forces:R:3 method="wB97M-V/def2-TZVPD" total_charge=-3 fmax_ev_per_a=5.7 e_homo_ha=-0.01609 mol_weight_da=1434.3
C -6.67610 3.41537 2.43364 -0.4523 0.0517 -0.0550
C -5.58980 2.39771 2.69589 0.5010 0.5811 -0.2174
C -4.68112 2.11967 1.44505 0.1323 -0.5888 1.9977
C -3.78896 3.30080 0.99058 -0.2811 -0.9199 -0.9891
N -2.96018 2.86492 -0.25087 -0.5396 1.0128 -0.2346
C -3.87475 2.59610 -1.45580 1.5439 0.3583 -0.7936
C -2.88575 2.71288 -2.67908 -0.8667 -2.0000 0.5256
C -2.09804 3.91969 -2.32662 -0.0087 1.3765 0.3912
C -1.99660 4.01148 -0.76903 -0.4997 -1.3244 -0.7406
C -2.17049 1.60280 0.05330 -0.2497 0.8765 -0.8810
H -7.43043 3.06639 1.72844 0.0640 -0.3324 -0.2545
H -6.29424 4.33780 1.99616 0.0255 0.2189 0.3487
H -7.24234 3.59071 3.34836 0.1464 0.4432 0.0861
H -6.04965 1.53899 3.18499 0.0619 -0.6958 -0.8956
H -4.96107 2.68543 3.53852 0.3216 0.6287 -0.1989
H -5.25942 1.56149 0.70877 0.0577 0.6770 -0.4120
H -3.98911 1.39100 1.86725 0.1405 -0.2106 -0.2694
H -3.07864 3.57730 1.76974 0.1600 0.0484 0.0266
H -4.33746 4.18105 0.65531 -0.0570 -0.0036 0.0419
H -4.42062 1.66419 -1.30862 0.1459 0.1393 -0.2801
H -4.54072 3.44315 -1.62046 -0.2619 -0.0322 0.6925
H -2.28291 1.81735 -2.82982 0.0327 -0.0774 0.2881
H -3.44503 2.83477 -3.60667 -0.0620 0.0536 0.1331
H -1.13585 4.04360 -2.82355 -0.0075 -0.4133 0.2434
H -2.72281 4.71356 -2.73595 0.1329 0.6572 0.4317
H -0.99386 3.71872 -0.45773 -0.1608 0.1648 0.2618
H -2.30208 4.99300 -0.40654 -0.0246 -0.3979 0.3808
H -1.39562 1.54339 -0.71099 0.3078 0.1126 0.3149
H -2.83492 0.76005 -0.13754 0.0337 -0.0290 0.6248
H -1.77419 1.71263 1.06275 0.0478 -0.3114 -0.0791
C -1.18506 -1.16314 -2.38420 0.5164 0.3418 0.9640
C -0.51886 -2.23382 -1.47214 -0.7280 -0.0475 -1.6681
C 0.67296 -1.84518 -0.65420 0.7018 1.2529 1.2289
C 0.42706 -0.70409 0.35702 0.7571 0.0498 -0.3905
N 1.54879 -0.47559 1.40687 1.1322 -0.1021 -0.3013
C 1.52972 0.95039 2.01699 -1.6429 -0.5807 0.9578
C 2.93404 1.49056 2.13649 0.5001 -0.1161 -1.4096
C 3.84590 0.40025 1.51953 0.2302 0.1619 1.6324
C 2.93849 -0.47826 0.74393 -1.1863 -0.2530 -1.4757
C 1.54323 -1.54266 2.48459 -0.2753 0.8323 -0.2087
H -0.47821 -0.75853 -3.10861 0.0031 0.0901 0.0215
H -1.53030 -0.36297 -1.72950 0.0563 0.3623 -0.1476
H -2.07543 -1.47653 -2.92929 0.2098 -0.4927 0.0129
H -0.03909 -2.94299 -2.14668 -0.7272 -0.6390 -0.0160
H -1.33548 -2.67950 -0.90417 0.2898 -0.4084 0.2709
H 1.42930 -1.48710 -1.35266 0.2967 -0.2969 0.0248
H 1.04505 -2.71421 -0.11155 0.1066 -0.1630 -0.2275
H -0.53598 -0.91389 0.82247 0.1851 0.4023 0.6648
H 0.42103 0.22226 -0.21737 -0.2656 0.2142 0.1836
H 1.08209 0.93393 3.01069 -0.2498 -0.5200 -0.0455
H 0.83911 1.53501 1.40922 0.3866 0.0980 -0.2232
H 3.24418 1.78624 3.13873 -0.2729 -0.1528 -0.1091
H 2.98320 2.33650 1.45088 0.1256 0.3644 0.2094
H 4.29808 -0.18813 2.31793 0.2378 0.1239 0.0137
H 4.62574 0.85658 0.90985 -0.0141 -0.2886 -0.0616
H 3.27234 -1.50624 0.60292 -0.0376 0.1021 0.0449
H 2.76172 -0.01030 -0.22451 -0.0099 -0.1398 -0.2396
H 2.28365 -1.26412 3.23447 -0.3992 0.0922 0.4054
H 1.86875 -2.51024 2.10259 -0.3560 0.1036 -0.3067
H 0.51083 -1.51030 2.83272 0.3455 -0.3978 0.5358
C -4.26614 -3.69885 -1.77946 -0.4929 -1.1965 -0.4375
C -4.84381 -4.79134 -2.73808 2.0648 -2.2290 2.4482
O -4.76517 -6.01102 -2.48663 -1.0486 4.8427 -2.0508
N -5.66051 -4.21469 -3.91194 0.4534 -2.1859 0.3139
H -6.58642 -4.41651 -3.56257 -0.6975 0.3723 -0.2763
H -5.54327 -3.22668 -4.08569 0.3403 2.4354 0.4310
C -5.44831 -4.89531 -5.22003 -0.0085 -0.5401 -0.1425
H -5.11865 -3.27992 -1.24483 -0.1708 0.2405 -0.0983
H -3.68914 -2.88514 -2.21884 -0.2978 -0.1997 -0.4775
H -3.66173 -4.20828 -1.02897 0.0037 -0.1400 -0.2331
H -4.42042 -4.71550 -5.53503 0.0332 -0.3480 0.2125
H -6.09196 -4.48184 -5.99648 -0.1696 0.2345 0.4086
H -5.70941 -5.93935 -5.04715 0.4795 -0.0288 -0.3314
C 1.21856 6.15962 -1.93519 0.1231 1.0846 0.9633
C 0.63648 5.96646 -0.52897 -1.4642 0.8860 -0.5253
O -0.33956 6.58301 -0.13261 2.4099 -1.6027 -0.4313
N 1.35420 4.99422 0.40195 -0.6993 2.3508 -0.5545
H 0.68074 4.86130 1.14283 -1.2451 0.0505 2.2520
H 1.37549 4.05393 0.03386 0.5451 -1.4673 -1.7318
C 2.70110 5.46382 0.89607 -1.0855 -1.5510 0.0272
H 0.90484 5.44569 -2.69676 0.3215 -0.3172 0.4715
H 2.29612 6.29701 -1.84525 0.1374 -0.8231 -0.2432
H 0.91085 7.15297 -2.26183 -0.5234 -0.0406 0.0723
H 3.36237 5.38283 0.03336 0.2035 0.4303 0.3527
H 2.90394 4.67555 1.62104 0.5968 0.1850 0.0687
H 2.62256 6.40436 1.44134 0.0035 0.0467 -0.5084
C -5.33206 -0.13691 -3.92115 -0.1097 -3.7266 0.2879
O -5.59124 -0.23946 -2.52195 -0.2547 -0.5640 3.0283
O -5.40565 -1.40122 -4.51025 -1.1209 2.4055 0.1263
C -6.13912 1.15973 -4.32225 -0.0528 -0.4300 -1.9818
F -5.86947 2.16760 -3.47474 0.2200 0.1325 0.1501
F -5.87076 1.61332 -5.57379 1.2159 0.0065 0.0097
F -7.47082 1.08715 -4.39384 -0.9647 -0.8620 0.9871
C -6.85283 -0.53860 -1.85837 -0.2909 1.4256 -1.6493
C -6.73933 -0.64393 -0.36141 1.4699 -0.1786 -0.1832
H -7.57059 -0.14903 0.14077 0.0662 -0.2623 0.0585
H -6.59315 -1.67991 -0.05570 -0.3389 0.0054 0.2804
H -5.79901 -0.15645 -0.10397 -0.1159 0.1781 0.3312
H -7.40703 -1.40250 -2.22529 0.3271 -0.1775 -0.6148
H -7.45321 0.34682 -2.06738 -0.5360 -0.0970 -0.0453
H -4.27401 0.11278 -3.84175 0.2064 0.9154 -0.5688
C 5.40335 -5.21912 -1.55821 3.0509 -3.5141 0.3784
O 6.40493 -4.30396 -2.07744 0.0214 2.3842 -0.9983
O 6.15375 -6.17382 -0.89415 -2.5430 1.9216 -0.5496
C 4.23535 -4.55673 -0.78878 1.0944 -1.9620 1.3375
F 4.35913 -4.57475 0.53810 0.1361 -1.2544 1.1162
F 4.11096 -3.28550 -0.97864 -0.8698 3.3273 -1.9816
F 3.05389 -5.17431 -1.08587 0.1641 0.2883 -0.0943
C 6.10735 -3.42894 -3.17844 0.8457 0.1880 0.2147
C 7.35197 -2.61242 -3.67768 -0.5563 -0.1408 1.0323
H 6.95620 -1.78968 -4.27313 0.0932 -0.1713 -0.5423
H 7.86244 -2.09420 -2.86591 -0.1067 -0.1900 0.4232
H 8.13759 -3.16961 -4.18800 -0.3272 -0.2100 -0.2370
H 5.35331 -2.67302 -2.95909 -0.1761 0.0685 0.4799
H 5.70444 -3.92882 -4.05929 -0.0640 -0.6841 -0.0614
H 4.96109 -5.65672 -2.45321 -0.7551 -0.0090 -0.5884
C 1.86305 2.42732 -2.39472 -1.5065 -0.6258 3.0533
O 2.83249 3.44604 -2.25917 0.7253 1.3025 -0.9683
O 1.12481 2.48690 -1.19474 -0.0299 0.6374 -2.5837
C 1.03302 2.52210 -3.87791 0.9932 -3.3012 0.5309
F 1.81462 2.06325 -4.92035 0.2563 -0.1617 0.8751
F -0.13561 1.82123 -4.03317 0.7539 -0.4420 1.1899
F 0.69302 3.69210 -4.24224 -0.3869 4.1078 -0.2104
C 3.92698 3.54408 -3.18582 -0.7680 -0.5299 -0.2504
C 4.73985 4.75089 -2.89723 -0.0371 1.3612 -0.1910
H 5.56567 4.85066 -3.60162 0.4916 -0.5906 0.3333
H 4.20627 5.66023 -3.17379 -0.5103 0.1498 0.4788
H 5.04638 4.80461 -1.85260 0.2666 0.0153 -0.1075
H 3.53517 3.64928 -4.19750 0.0478 -0.3245 -0.1810
H 4.59883 2.68723 -3.13533 -0.3108 -0.4869 0.0209
H 2.41226 1.49085 -2.29740 -0.0265 -0.5844 -1.3260
C -2.52355 -1.16640 5.48758 0.9975 3.1038 4.7226
O -1.28355 -1.87453 5.58919 -0.6628 0.8034 -0.4199
O -2.57449 -0.33667 6.65483 -0.5704 -1.5357 -4.0041
C -2.63835 -0.52299 4.03535 0.8415 -1.7836 2.4922
F -3.13577 -1.46215 3.26858 -2.0949 -2.6581 -1.9690
F -3.46212 0.46406 3.95406 -1.5968 2.5905 0.1465
F -1.55409 -0.22300 3.35546 2.4997 1.4628 -0.2554
C -1.18136 -2.96040 4.76515 2.0903 -2.1473 1.2699
C 0.03021 -3.81028 5.27860 0.6649 0.0551 -1.3226
H 0.10093 -4.72508 4.69017 -0.3410 -0.3812 -0.0971
H 0.99394 -3.35476 5.05097 -0.0782 0.6122 0.1848
H 0.11999 -4.10139 6.32517 -0.7784 0.3665 0.1189
H -0.98391 -2.70299 3.72455 -0.1984 -0.0995 -0.3240
H -2.02343 -3.64695 4.85264 -0.7194 0.1895 -0.3074
H -3.34683 -1.88046 5.50840 -0.3722 -0.5194 -0.3121
C -0.38902 4.41682 3.83448 -1.3714 1.6217 -3.4931
O 1.03538 4.20859 3.96125 -1.5149 -0.4632 -0.0525
O -0.76119 4.44955 2.46802 0.8423 -1.2193 1.7349
C -1.28340 3.54041 4.80852 1.9023 -2.8966 -1.0758
F -1.01893 3.89266 6.05135 0.0882 0.4312 0.9779
F -2.61809 3.60817 4.65740 0.6917 0.1836 -0.5153
F -0.90676 2.16131 4.72605 -0.9035 2.5175 -0.2100
C 1.69128 5.01515 4.87878 2.0061 -1.3470 1.0596
C 3.16321 4.47774 4.86481 -1.5204 0.8543 -0.0937
H 3.58371 4.88946 5.78229 0.8507 0.0273 -0.4165
H 3.23067 3.38984 4.85906 -0.3221 0.1023 0.2752
H 3.54367 4.83083 3.90633 0.8237 0.1358 0.3091
H 1.36708 4.95061 5.91746 -0.6742 -0.4341 0.0177
H 1.71838 6.08870 4.69214 -0.2890 0.2861 -0.7288
H -0.56329 5.45155 4.12959 -0.0769 0.3045 1.0342
C 4.14888 -2.29185 5.65292 -3.0569 0.9810 0.6313
O 5.23421 -1.42791 5.81178 2.0309 1.5868 -0.0885
O 2.91197 -1.61667 5.81192 3.8223 -2.1094 -1.4337
C 4.31297 -3.13430 4.32053 -1.1621 0.1948 -0.0845
F 4.30602 -2.48144 3.13402 0.3541 1.0875 -0.0361
F 5.35430 -3.96963 4.22150 1.2413 -0.0715 0.6311
F 3.26537 -3.94024 4.23337 -1.3329 -0.8397 0.1782
C 6.56820 -1.90139 6.04685 0.2187 1.5786 -1.2060
C 7.42796 -0.58626 6.07806 -0.3641 -0.7267 0.5858
H 8.44320 -0.68006 6.46353 0.1820 -0.6222 -0.0211
H 7.52708 -0.18116 5.07100 -0.3521 0.1687 0.1096
H 6.96535 0.11188 6.77569 -0.2995 0.2163 -0.3496
H 6.93604 -2.46330 5.18833 -0.0805 -0.3489 -0.0145
H 6.71792 -2.52206 6.93028 -0.4222 0.0426 0.3648
H 4.35694 -3.02195 6.43507 -0.4770 -1.0857 0.3813
C -0.09705 -4.35497 -5.22402 -1.4533 0.3403 -5.5382
O 0.74715 -5.45365 -5.09341 0.6133 -0.5439 1.4767
O -0.30506 -4.19881 -6.61995 -0.6238 0.3512 2.9009
C -1.42206 -4.69614 -4.40429 2.3194 0.3328 -2.7024
F -2.16647 -5.66229 -5.00981 -0.1669 0.3764 0.6275
F -1.08257 -5.09785 -3.20556 -0.5236 -0.6425 1.7381
F -2.20157 -3.59551 -4.27489 -0.5305 -0.1841 0.1171
C 2.14382 -5.26852 -5.14326 0.1974 -1.7140 0.9297
C 2.72004 -6.67753 -4.80885 -0.6313 1.2902 -0.7019
H 3.78285 -6.64783 -5.04889 0.1249 -0.3316 0.4739
H 2.46598 -6.85275 -3.76346 0.4458 -0.3921 -0.0849
H 2.21230 -7.38635 -5.46297 0.0726 -0.1888 0.0967
H 2.49805 -4.65934 -4.31169 -0.0837 0.7159 -0.1492
H 2.56648 -4.94818 -6.09554 -0.5277 0.3929 -0.2159
H 0.27029 -3.39219 -4.86875 0.4518 0.0950 1.0196